Entry 1:
A 3-piece molecular cluster, C40H81N3O3P overall in a non-equilibrium geometry. Source: the OMol25 dataset; level of theory: the ωB97M-V functional and the def2-TZVPD basis.

ORCA input file:
```
! wB97M-V def2-TZVPD RIJCOSX def2/J DEFGRID3
* xyz 1 3
C 1.8085 3.5988 -5.8231
C 0.4744 2.9924 -5.4014
C 0.4588 2.1860 -4.0648
C 1.7992 2.0112 -3.3593
C 2.1465 3.2338 -2.5082
C 3.5666 3.2446 -1.9370
C 4.6519 3.0610 -2.9836
C 6.0816 3.1634 -2.3808
C 6.7198 1.7751 -2.2537
C 6.3719 1.1095 -0.9065
C 6.0798 -0.3754 -1.0230
C 4.7968 -0.6833 -1.7824
C 4.5548 -2.2193 -1.8243
C 3.2666 -2.7168 -1.1347
C 3.5560 -3.7494 -0.0261
C 2.6005 -3.6191 1.1778
C 2.4661 -4.9734 1.8550
C 1.6362 -5.0221 3.1373
C 1.9933 -3.9901 4.1982
C 1.4479 -2.6493 4.1160
N 2.2820 -1.7569 4.4767
C 3.5909 -2.3211 4.8094
P 4.3751 -2.0295 6.4554
O 5.6806 -2.6988 6.4168
C 3.4990 -3.8530 4.6342
H 1.7064 4.0062 -6.8236
H 2.5976 2.8619 -5.8962
H 2.1285 4.4099 -5.1818
H -0.2280 3.8134 -5.3024
H 0.1433 2.3412 -6.2030
H 0.0784 1.1945 -4.2946
H -0.2330 2.6724 -3.3806
H 2.5940 1.7406 -4.0404
H 1.7179 1.1862 -2.6502
H 1.4604 3.1942 -1.6715
H 1.9423 4.1671 -3.0255
H 3.7171 4.2198 -1.4811
H 3.6227 2.4908 -1.1536
H 4.5684 2.0764 -3.4246
H 4.4689 3.7958 -3.7635
H 6.6673 3.8112 -3.0251
H 5.9883 3.6180 -1.4010
H 7.7949 1.9232 -2.3012
H 6.4508 1.1605 -3.1055
H 7.2491 1.2069 -0.2707
H 5.5747 1.6422 -0.4024
H 5.9455 -0.7654 -0.0127
H 6.9000 -0.9085 -1.4935
H 4.8478 -0.3486 -2.8143
H 3.9292 -0.2221 -1.3170
H 5.3860 -2.6834 -1.3024
H 4.6083 -2.5686 -2.8493
H 2.6737 -3.2356 -1.8790
H 2.7162 -1.8990 -0.6809
H 4.5626 -3.5930 0.3494
H 3.5146 -4.7604 -0.4169
H 1.6275 -3.3250 0.7883
H 3.0292 -2.8657 1.8383
H 3.4411 -5.4076 2.0538
H 1.9932 -5.6366 1.1380
H 1.8265 -5.9899 3.5902
H 0.5748 -5.0247 2.9144
H 1.4812 -4.3773 5.0895
H 0.4471 -2.3977 3.8111
H 2.0619 -0.7623 4.4820
H 4.3147 -1.9326 4.0940
H 4.5527 -0.6510 6.6874
H 3.5722 -2.6124 7.4601
H 3.5321 -4.3553 5.5856
H 4.1655 -4.2143 3.8722
C -1.9374 1.7986 1.1681
C -1.4758 0.7386 2.1823
C -2.5326 -0.3524 2.3138
C -3.7602 0.0989 3.0898
C -3.3702 0.6429 4.4621
C -2.3261 1.7610 4.3753
N -1.1661 1.3704 3.5050
O -0.3782 0.6023 4.1831
C -3.0048 3.0463 3.8544
C -1.8395 2.1191 5.7777
C -0.2176 0.1437 1.5508
H -1.1359 2.5027 0.9566
H -2.2165 1.3149 0.2308
H -2.8037 2.3720 1.4774
H -2.0989 -1.2273 2.8170
H -2.8302 -0.6906 1.3192
H -4.3070 0.8486 2.5138
H -4.4408 -0.7448 3.2138
H -4.2543 1.0177 4.9802
H -2.9837 -0.1818 5.0713
H -2.2657 3.7809 3.5327
H -3.5963 3.5012 4.6477
H -3.7038 2.8708 3.0403
H -1.4322 1.2602 6.3087
H -2.6736 2.4946 6.3672
H -1.0744 2.8962 5.7391
H 0.5822 0.8842 1.4791
H -0.4486 -0.2008 0.5427
H 0.1617 -0.7176 2.1045
C -4.5363 0.4324 -3.8407
C -4.7322 -0.4312 -2.5797
C -5.4061 -1.7566 -2.9389
C -6.8933 -1.6132 -3.2521
C -7.6144 -0.9221 -2.0955
C -6.9899 0.4232 -1.7216
N -5.5080 0.3127 -1.5406
O -5.2581 -0.2006 -0.3799
C -7.3464 1.4656 -2.8040
C -7.6386 0.9507 -0.4443
C -3.3104 -0.7116 -2.0994
H -3.9242 1.3079 -3.6167
H -4.0206 -0.1470 -4.6075
H -5.4555 0.7830 -4.2974
H -5.2915 -2.4585 -2.1058
H -4.8882 -2.2058 -3.7884
H -7.0319 -1.0588 -4.1840
H -7.3289 -2.6001 -3.4166
H -8.6647 -0.7707 -2.3518
H -7.6008 -1.5879 -1.2265
H -6.7190 2.3537 -2.7179
H -8.3823 1.7824 -2.6888
H -7.2754 1.0822 -3.8193
H -7.5550 0.2490 0.3837
H -8.7001 1.1199 -0.6171
H -7.1885 1.8978 -0.1414
H -2.8090 0.2065 -1.7863
H -2.7334 -1.1489 -2.9143
H -3.2852 -1.4180 -1.2695
*
```

<S²>: 2.01
E_tot: -2303.65780 hartree

Entry 2:
C42H78GaN3OSbSi4Te as an isolated structure. Source: the OMol25 dataset; level of theory: the ωB97M-V functional and the def2-TZVPD basis.

ORCA input file:
```
! wB97M-V def2-TZVPD RIJCOSX def2/J DEFGRID3
* xyz 1 1
Ga 0.0990 0.8615 1.2829
C -1.1844 1.6977 2.9187
C 0.1833 2.2674 2.7930
C 0.0064 3.4041 1.8544
C -1.3329 3.4513 1.5067
C -2.0721 2.4282 2.1436
C -3.5594 2.2006 2.0177
C -3.9440 2.0623 0.5426
C -4.2748 3.4183 2.6197
C -3.9853 0.9397 2.7684
C 1.0381 4.3600 1.2448
C 2.2700 3.6150 0.7027
C 1.4607 5.4573 2.2379
C 0.4163 5.0951 0.0484
C 1.0758 2.2606 4.0633
C 0.5505 3.4063 4.9462
C 0.9336 0.9794 4.8932
C 2.5768 2.4153 3.8133
H -1.4683 0.9671 3.6575
H -1.7514 4.1261 0.7766
H -3.6897 2.9630 -0.0192
H -5.0192 1.8971 0.4465
H -3.4208 1.2226 0.0792
H -4.0252 4.3301 2.0750
H -3.9943 3.5613 3.6648
H -5.3561 3.2774 2.5691
H -3.4665 0.0566 2.3839
H -5.0562 0.7761 2.6424
H -3.7876 1.0212 3.8394
H 2.6679 2.8809 1.3974
H 3.0645 4.3305 0.4805
H 2.0202 3.0935 -0.2215
H 2.0951 5.1046 3.0463
H 0.5839 5.9361 2.6780
H 2.0205 6.2220 1.6964
H 0.0218 4.3902 -0.6840
H 1.1893 5.6927 -0.4382
H -0.3811 5.7750 0.3536
H -0.5031 3.2470 5.1862
H 0.6399 4.3748 4.4637
H 1.1083 3.4384 5.8845
H -0.0927 0.7810 5.2049
H 1.5243 1.0992 5.8024
H 1.3286 0.1092 4.3755
H 2.8500 3.3485 3.3356
H 2.9561 1.5943 3.1968
H 3.1005 2.3748 4.7700
C -0.7127 -8.0174 2.8572
C 0.5650 -7.2412 3.0185
C 1.2896 -7.2764 4.2056
C 2.4483 -6.5343 4.3636
C 2.9191 -5.7443 3.3212
N 4.1103 -5.0128 3.5315
C 4.6074 -3.8543 3.0054
O 5.7948 -3.6137 3.0280
N 3.7605 -2.9030 2.4126
C 2.4598 -2.5000 2.6729
C 1.6207 -3.0421 3.6461
C 0.3167 -2.5877 3.7265
C -0.0908 -1.5270 2.9458
N 0.7597 -0.9066 2.1141
C 1.9779 -1.4152 1.9445
C 2.2309 -5.7252 2.1158
C 1.0623 -6.4589 1.9815
H -0.8720 -8.6955 3.6939
H -0.7038 -8.6085 1.9407
H -1.5720 -7.3461 2.8037
H 0.9446 -7.8965 5.0240
H 2.9931 -6.5707 5.2997
H 4.8189 -5.4659 4.0899
H 4.3441 -2.2217 1.9485
H 1.9708 -3.8146 4.3114
H -0.3742 -3.0267 4.4320
H -1.0938 -1.1342 3.0092
H 2.6195 -0.9195 1.2261
H 2.6190 -5.1532 1.2809
H 0.5324 -6.4340 1.0374
C 0.5922 -5.0590 -1.4853
Sb 0.1975 -3.2616 -0.3690
C 1.7590 -2.1245 -1.3065
C -1.4497 -2.6197 -1.5660
H -0.3529 -5.5487 -1.7198
H 1.2019 -5.7486 -0.9036
H 1.1119 -4.8321 -2.4152
H 1.4676 -1.8892 -2.3228
H 2.6771 -2.7148 -1.3219
H 1.9406 -1.1825 -0.7952
H -1.1155 -2.2750 -2.5408
H -1.9664 -1.8025 -1.0652
H -2.1427 -3.4515 -1.6947
C 2.5456 -0.3653 -4.5534
Si 0.7356 -0.5964 -4.9691
C 0.2107 -2.3965 -4.9219
C 0.4254 -0.0244 -6.7345
Si -0.6354 0.8711 -3.7140
Te -0.2715 1.3792 -1.1370
Si 0.0680 3.1184 -4.1207
C -1.1339 4.3450 -3.3817
C 0.0785 3.3540 -5.9810
C 1.7985 3.3832 -3.4715
Si -2.9599 0.5946 -4.0509
C -3.1678 0.8576 -5.9014
C -3.6977 -1.0685 -3.6403
C -3.8840 1.9196 -3.1205
H 3.1285 -1.1965 -4.9589
H 2.7310 -0.3145 -3.4807
H 2.9223 0.5561 -5.0016
H 0.7576 -2.9187 -5.7123
H -0.8557 -2.4999 -5.1364
H 0.4116 -2.9113 -3.9856
H 0.6704 -0.8428 -7.4168
H 1.0474 0.8287 -7.0012
H -0.6128 0.2533 -6.9182
H -2.0801 4.3355 -3.9238
H -0.7169 5.3528 -3.4607
H -1.3447 4.1421 -2.3313
H -0.8410 3.0170 -6.4606
H 0.9132 2.8338 -6.4495
H 0.1899 4.4204 -6.1971
H 1.8411 3.3049 -2.3866
H 2.1356 4.3836 -3.7577
H 2.4996 2.6582 -3.8890
H -2.8460 -0.0204 -6.4651
H -2.6246 1.7233 -6.2825
H -4.2283 1.0159 -6.1176
H -3.1489 -1.9024 -4.0788
H -4.7080 -1.0722 -4.0599
H -3.7757 -1.2398 -2.5672
H -3.6523 2.9175 -3.4906
H -3.6495 1.8931 -2.0560
H -4.9588 1.7567 -3.2387
*
```

Energy above the lowest of the compared OMol25 structures with the same formula, charge and spin: 63.6 kJ/mol
E_tot: -5477.61900 hartree

Entry 3:
A 2-piece molecular cluster, C8H8F4N2O2 overall in a non-equilibrium geometry. Source: the OMol25 dataset; level of theory: the ωB97M-V functional and the def2-TZVPD basis.

ORCA input file:
```
! wB97M-V def2-TZVPD RIJCOSX def2/J DEFGRID3
* xyz 0 1
F 1.0740 1.8103 2.1174
C 0.4805 2.2564 0.9979
C 1.0949 3.1921 0.2136
F 2.3012 3.6765 0.5349
C 0.5159 3.7141 -1.0148
O 1.0736 4.5451 -1.7330
C -0.7986 3.1585 -1.2953
F -1.3917 3.6121 -2.4069
C -1.4058 2.2230 -0.5046
F -2.6211 1.7496 -0.8254
C -0.7714 1.6266 0.6486
O -1.2246 0.6121 1.2488
C 0.5900 -1.9963 -1.3213
N -0.2887 -2.0552 -0.1561
N 0.4490 -2.6382 0.9174
C -0.2151 -3.8740 1.3233
H -0.0083 -1.5880 -2.1445
H 1.4912 -1.3659 -1.1591
H 0.9253 -3.0225 -1.5423
H -0.5529 -1.1173 0.1513
H 0.3884 -1.9585 1.6680
H 0.3701 -4.2766 2.1541
H -1.2583 -3.7140 1.6536
H -0.2176 -4.5699 0.4744
*
```

SMILES string: O=C1C(F)=C(F)C(=O)C(F)=C1F.CNNC
Energy above the lowest of the compared OMol25 structures with the same formula, charge and spin: 0.0 kJ/mol
E_tot: -968.96109 hartree

Entry 4:
One molecule with the formula C19H21N3O in a non-equilibrium geometry. Source: the OMol25 dataset; level of theory: the ωB97M-V functional and the def2-TZVPD basis.

ORCA input file:
```
! wB97M-V def2-TZVPD RIJCOSX def2/J DEFGRID3
* xyz 0 1
C 4.2760 -3.9540 -1.9091
H 5.1118 -3.5876 -1.4233
C 3.4495 -5.1072 -1.3812
H 4.2825 -5.9782 -1.3754
H 2.8631 -5.3178 -2.0756
C 3.3028 -4.8902 0.1442
N 2.3865 -3.8343 0.3417
C 2.5121 -2.6508 0.6245
O 3.5893 -2.4455 1.1948
C 1.4297 -1.5629 0.6623
C -0.0506 -2.1450 0.6180
C -0.8763 -1.0930 0.4484
N -2.0953 -0.8883 0.4019
C -2.7330 0.1708 0.4868
N -1.5975 1.1375 0.3614
C -0.3930 0.3474 0.6892
C 0.9897 0.8728 0.6750
C 1.8626 -0.2771 0.7530
H 2.7099 -0.0301 0.6573
H 1.1671 1.7267 0.7115
C -1.6808 2.5008 0.4260
C -1.0802 3.0756 1.6669
C -1.2503 4.5423 1.5941
C -1.9009 5.1940 0.7499
C -2.6714 4.5035 -0.6809
C -2.5113 3.2592 -0.4617
H -2.7811 2.7612 -1.2310
C -3.4932 5.2564 -1.5034
H -4.1922 5.6455 -0.9115
H -3.5909 4.7115 -2.2167
H -2.8783 6.1190 -1.9019
H -1.9175 6.3635 0.4846
H -0.7103 5.1734 2.3442
H -0.3937 2.7666 2.2658
C -4.0052 0.6131 0.4193
H -4.4280 1.4426 0.9802
H -4.6864 -0.1640 0.6837
H -4.4330 0.7042 -0.3531
H -0.2806 -3.0471 0.6618
H 1.3415 -4.1108 -0.2664
H 2.7904 -5.6991 0.7136
H 4.0821 -4.7423 0.9007
H 4.6977 -4.2760 -2.9870
H 3.7867 -3.0862 -1.9826
*
```

SMILES string: CCCNC(=O)c1ccc2c(c1)nc(C)n2-c1cccc(C)c1
Energy above the lowest of the compared OMol25 structures with the same formula, charge and spin: 1851.3 kJ/mol
E_tot: -975.49571 hartree

Entry 5:
A 14-piece molecular cluster, H28O14 overall in a non-equilibrium geometry. Source: the OMol25 dataset; level of theory: the ωB97M-V functional and the def2-TZVPD basis.

ORCA input file:
```
! wB97M-V def2-TZVPD RIJCOSX def2/J DEFGRID3
* xyz 0 1
O 0.0209 -2.2685 -0.9660
H 0.9547 -2.4646 -1.0406
H -0.2871 -2.8515 -0.2680
O -2.2323 1.2618 2.1541
H -3.0361 1.7465 1.9385
H -1.8854 0.8755 1.3630
O 1.2345 0.7472 -2.6804
H 1.7955 0.4308 -1.9868
H 1.2937 1.7185 -2.5869
O -2.5436 2.2176 -0.7686
H -2.9079 2.8797 -1.3741
H -2.1511 1.5844 -1.4468
O -1.4581 0.3833 -2.5503
H -1.5991 0.9886 -3.2684
H -0.5036 0.3138 -2.3680
O -0.5100 0.0262 0.3797
H 0.2988 0.3441 0.8135
H -0.2791 -0.6245 -0.3076
O 1.8319 -0.5059 4.2087
H 2.7039 -0.1465 4.4076
H 1.4568 -0.0062 3.4774
O 3.0812 -1.6446 1.6058
H 2.8712 -1.0124 0.9521
H 2.5874 -1.4305 2.3562
O -0.2799 -1.7722 2.7064
H -0.2737 -1.2147 1.9480
H -0.7804 -1.2524 3.3109
O 2.7740 -0.0454 -0.5646
H 3.0527 0.8612 -0.2949
H 3.5235 -0.6042 -0.7950
O -3.3672 -1.1248 -1.1655
H -3.7876 -1.3627 -1.9810
H -2.5987 -0.5866 -1.3314
O -0.2033 3.4905 0.0974
H 0.1846 3.6903 -0.7189
H -0.8488 2.8748 -0.1528
O 1.3208 0.9903 1.8768
H 2.2331 1.2045 1.6959
H 0.9662 1.8559 2.1071
O -1.2369 -3.3766 -2.9580
H -0.5059 -3.4121 -3.5332
H -0.9094 -2.7781 -2.2913
*
```

Energy above the lowest of the compared OMol25 structures with the same formula, charge and spin: 185.1 kJ/mol
E_tot: -1070.13047 hartree

Entry 6:
C3H2MgO2 as an isolated structure in a non-equilibrium geometry. Source: the OMol25 dataset; level of theory: the ωB97M-V functional and the def2-TZVPD basis.

ORCA input file:
```
! wB97M-V def2-TZVPD RIJCOSX def2/J DEFGRID3
* xyz 2 1
O 1.0516 0.2274 0.2911
C -1.2697 1.8880 0.9193
C -0.0453 -0.3262 0.4097
O -1.8088 1.1473 0.0245
C -1.1664 0.3547 1.0681
Mg 2.8896 -0.0199 -0.1810
H -0.1928 -1.3778 0.1186
H -1.8206 -0.1508 1.7758
*
```

Energy above the lowest of the compared OMol25 structures with the same formula, charge and spin: 130.5 kJ/mol
E_tot: -465.21836 hartree